No. 1
DFT (the ωB97M-V functional and the def2-TZVPD basis) results for C22H27ClCrN9OP as an isolated structure in a non-equilibrium geometry.

Summary:
Kohn-Sham gap (spin up / spin down), eV: 6.9 / 7.7
Net charge: +3
Spin multiplicity: 4
E_tot, a.u.: -3267.77733
Energy relative to the best compared isomer or geometry (same formula, charge and spin), kJ/mol: 3.5
⟨S²⟩: 3.778

```
62
C22H27ClCrN9OP (the ωB97M-V functional and the def2-TZVPD basis)
Cr -0.242 0.768 0.550
C 0.701 -1.170 5.570
N 0.264 -0.241 4.530
C -0.321 0.973 4.748
C -0.569 1.514 3.521
N -0.128 0.642 2.559
C 0.376 -0.419 3.200
P 1.065 -1.925 2.412
C 2.111 -1.007 1.218
N 1.679 0.058 0.541
C 2.739 0.524 -0.193
C 3.822 -0.266 0.060
N 3.414 -1.216 0.955
C 4.235 -2.312 1.468
C -0.335 -2.117 1.233
N -0.924 -1.109 0.582
C -1.944 -1.638 -0.165
C -1.975 -2.984 0.051
N -0.968 -3.265 0.933
C -0.603 -4.594 1.421
H 0.502 -0.732 6.544
H 1.769 -1.359 5.492
H 0.159 -2.110 5.495
H -0.521 1.351 5.736
H -1.017 2.463 3.283
H 2.662 1.384 -0.836
H 4.834 -0.209 -0.304
H 5.226 -2.248 1.029
H 3.800 -3.271 1.195
H 4.325 -2.251 2.551
H -2.581 -1.027 -0.782
H -2.638 -3.743 -0.329
H -1.258 -5.334 0.972
H -0.703 -4.648 2.503
H 0.422 -4.832 1.143
Cl -5.401 3.093 1.661
C -3.786 3.223 1.140
C -3.228 4.453 0.802
C -1.900 4.507 0.404
C -1.179 3.333 0.338
N -1.720 2.143 0.653
C -2.994 2.085 1.051
H -3.830 5.352 0.850
H -1.439 5.449 0.141
H -0.136 3.341 0.019
H -3.393 1.111 1.307
N -0.272 0.835 -1.416
C -0.067 0.666 -2.553
N 0.167 0.499 -3.801
C -0.156 -0.762 -4.503
C -0.650 -0.438 -5.914
O 0.268 0.393 -6.581
C 0.396 1.645 -5.954
C 0.982 1.484 -4.552
H -0.921 -1.305 -3.949
H 0.750 -1.368 -4.572
H -1.640 0.032 -5.863
H -0.721 -1.362 -6.483
H -0.574 2.154 -5.893
H 1.078 2.241 -6.557
H 0.980 2.438 -4.029
H 2.005 1.108 -4.630
```

These are the Löwdin partial charges, in e, on atoms 1 to 8: atom 1 (Cr): 0.92, atom 2 (C): 0.02, atom 3 (N): -0.09, atom 4 (C): 0.01, atom 5 (C): -0.06, atom 6 (N): -0.05, atom 7 (C): -0.42, atom 8 (P): 1.24

***

No. 2
DFT (the ωB97M-V functional and the def2-TZVPD basis) results for C22H27ClGaOP as an isolated structure in a non-equilibrium geometry.

Summary:
Kohn-Sham gap, eV: 5.2
Net charge: +2
E_tot, a.u.: -3655.38862

```
53
C22H27ClGaOP (the ωB97M-V functional and the def2-TZVPD basis)
Ga 0.282 -0.739 1.339
Cl 0.727 0.787 2.860
P 0.259 0.965 -0.516
C -1.118 0.124 -1.366
C -0.902 -0.853 -2.346
C -1.954 -1.692 -2.716
C -3.212 -1.551 -2.123
C -3.443 -0.538 -1.184
C -2.406 0.314 -0.819
C -0.063 2.727 -0.860
C 0.736 3.703 -0.229
C 0.550 5.053 -0.524
C -0.436 5.452 -1.433
C -1.222 4.489 -2.071
C -1.026 3.134 -1.800
C 1.821 0.568 -1.379
C 2.837 -0.121 -0.695
C 3.952 -0.589 -1.390
C 4.108 -0.285 -2.749
C 3.153 0.503 -3.401
C 2.013 0.938 -2.722
H 1.504 3.386 0.478
H 1.178 5.804 -0.044
H -0.590 6.509 -1.651
H -1.988 4.784 -2.786
H -1.620 2.389 -2.332
H 0.090 -0.970 -2.781
H -1.783 -2.468 -3.459
H -4.023 -2.238 -2.389
H -4.428 -0.415 -0.729
H -2.573 1.106 -0.081
H 2.751 -0.316 0.382
H 4.701 -1.193 -0.875
H 4.981 -0.654 -3.292
H 3.289 0.774 -4.450
H 1.269 1.558 -3.226
H -0.071 -1.978 0.383
H 0.944 -1.933 0.470
C 1.764 -2.968 3.835
C 0.356 -3.374 3.442
O -0.422 -2.236 3.074
C -1.805 -2.355 3.416
C -2.519 -1.038 3.205
H 2.178 -2.151 3.244
H 2.421 -3.838 3.734
H 1.782 -2.672 4.885
H 0.371 -4.083 2.606
H -0.121 -3.875 4.301
H -2.259 -3.151 2.800
H -1.867 -2.654 4.468
H -2.639 -0.791 2.144
H -3.515 -1.133 3.639
H -2.011 -0.216 3.713
```

These are the Löwdin partial charges, in e, on atoms 1 to 8: atom 1 (Ga): 0.35, atom 2 (Cl): 0.29, atom 3 (P): 1.04, atom 4 (C): -0.42, atom 5 (C): -0.08, atom 6 (C): -0.05, atom 7 (C): -0.04, atom 8 (C): -0.05

***

> Which value of E_tot does entry 1 give?

-3267.77733 a.u.

***

> Which formula does entry 2 have?

C22H27ClGaOP